Entry 1:
C36H40N2O2S | ωB97M-V with the def2-TZVPD basis set

Last column: Löwdin charge in e.
CARTESIAN COORDINATES (ANGSTROEM)
N  1.84925  -3.66670  2.97553  -0.011
C  1.21167  -2.59678  2.18157  -0.273
C  -0.04309  -3.16243  1.50946  -0.207
C  -0.50801  -2.36191  0.28275  -0.154
C  0.56719  -2.33970  -0.82017  -0.144
O  0.94098  -1.00073  -1.19653  -0.004
C  2.15683  -0.60428  -0.78298  -0.535
O  3.15016  -1.26111  -0.79436  0.137
N  2.17727  0.78079  -0.33477  0.154
C  1.05901  1.23221  -0.10432  -0.722
S  -0.25805  1.88544  0.38893  0.849
H  2.47830  -3.27577  3.66373  0.060
H  2.38851  -4.26968  2.36764  0.064
H  0.93456  -1.80391  2.87593  0.117
H  1.93839  -2.24538  1.44258  0.092
H  0.19559  -4.18848  1.21258  0.112
H  -0.84579  -3.22798  2.24492  0.103
H  -0.85538  -1.36662  0.55779  0.104
H  -1.34636  -2.92373  -0.13578  0.094
H  1.42238  -2.93786  -0.51334  0.116
H  0.17439  -2.81438  -1.71795  0.128
C  -5.96365  -5.09557  2.67494  -0.093
C  -5.22784  -3.91879  2.62877  -0.090
C  -4.07886  -3.84855  1.85430  -0.094
C  -3.66907  -4.95388  1.11846  -0.096
C  -4.40678  -6.12797  1.16193  -0.111
C  -5.55251  -6.20025  1.94311  -0.112
H  -6.85846  -5.15072  3.28179  0.102
H  -5.55027  -3.05638  3.19787  0.101
H  -3.50175  -2.93253  1.82380  0.094
H  -2.77432  -4.89852  0.51071  0.091
H  -4.08984  -6.98819  0.58602  0.107
H  -6.12550  -7.11806  1.97915  0.106
C  -7.94773  -6.45645  -3.41144  -0.099
C  -6.87968  -6.00728  -2.64670  -0.092
C  -7.01358  -5.88276  -1.27043  -0.089
C  -8.21417  -6.21502  -0.65864  -0.093
C  -9.28167  -6.66700  -1.42243  -0.097
C  -9.14966  -6.78454  -2.79931  -0.100
H  -7.84376  -6.55093  -4.48488  0.099
H  -5.94146  -5.75350  -3.12390  0.100
H  -6.18477  -5.52702  -0.67469  0.079
H  -8.31645  -6.12069  0.41533  0.094
H  -10.21760  -6.92722  -0.94448  0.099
H  -9.98350  -7.13255  -3.39549  0.099
C  5.39576  1.16048  -1.88081  -0.084
C  6.09473  2.35667  -1.96039  -0.087
C  7.21927  2.45460  -2.76804  -0.098
C  7.64009  1.35506  -3.50458  -0.100
C  6.93944  0.15860  -3.42703  -0.096
C  5.82012  0.06059  -2.61085  -0.089
H  4.52079  1.09371  -1.24632  0.073
H  5.76017  3.21374  -1.38941  0.076
H  7.76791  3.38661  -2.82535  0.093
H  8.51443  1.43089  -4.13850  0.098
H  7.26731  -0.69838  -4.00163  0.099
H  5.27455  -0.87187  -2.54255  0.093
C  -2.37425  6.48798  1.82068  -0.096
C  -1.70414  7.70283  1.78282  -0.096
C  -0.47577  7.79935  1.14317  -0.095
C  0.07906  6.68203  0.53472  -0.093
C  -0.59264  5.46748  0.57028  -0.113
C  -1.81707  5.36963  1.21579  -0.100
H  -3.33090  6.41264  2.32154  0.100
H  -2.13963  8.57550  2.25236  0.100
H  0.04894  8.74588  1.11814  0.101
H  1.03508  6.75803  0.03179  0.096
H  -0.16070  4.59730  0.09474  0.039
H  -2.33964  4.42126  1.24741  0.092
C  6.48387  6.18228  -0.60038  -0.093
C  7.22966  7.25675  -0.13636  -0.094
C  6.70042  8.10463  0.82690  -0.097
C  5.42829  7.87339  1.33216  -0.097
C  4.68321  6.79717  0.87039  -0.096
C  5.20945  5.95392  -0.09856  -0.096
H  6.89551  5.52218  -1.35368  0.088
H  8.22406  7.43364  -0.52575  0.101
H  7.28015  8.94571  1.18494  0.100
H  5.01769  8.53209  2.08670  0.100
H  3.69173  6.61546  1.26644  0.094
H  4.62551  5.11741  -0.46178  0.091

Force components x, y, z for each atom (eV/Å):
N -0.3 0.2 0.1
C 0.1 -0.8 0.3
C 0.4 0.4 -0.1
C 0.2 -0.8 0.0
C -0.6 -0.6 -0.2
O 0.2 0.1 0.7
C 0.8 0.6 -0.1
O -0.1 -0.1 0.2
N -1.2 -1.1 -0.8
C 0.4 0.6 0.8
S 0.0 -0.1 -0.3
H 0.1 0.0 0.0
H 0.1 0.0 0.1
H 0.1 0.2 -0.2
H -0.3 0.5 0.0
H -0.1 0.0 -0.1
H 0.0 -0.1 0.0
H 0.1 0.1 -0.1
H -0.3 0.3 0.1
H 0.3 0.3 -0.1
H 0.0 0.2 -0.1
C 0.0 0.0 0.0
C 0.0 0.0 0.0
C 0.0 0.0 0.0
C 0.0 0.1 0.0
C 0.1 0.0 0.0
C 0.0 0.0 0.0
H 0.0 0.0 0.0
H 0.0 0.0 0.0
H 0.0 0.0 0.0
H 0.0 0.0 0.0
H 0.0 0.0 0.0
H 0.0 0.0 0.0
C 0.0 0.0 0.0
C 0.0 0.0 0.0
C 0.0 0.0 -0.1
C 0.0 0.0 0.0
C 0.0 0.0 0.0
C 0.0 0.0 0.0
H 0.0 0.0 0.0
H 0.0 0.0 0.0
H 0.0 0.0 0.0
H 0.0 0.0 0.0
H 0.0 0.0 0.0
H 0.0 0.0 0.0
C -0.1 0.1 0.1
C 0.0 0.0 0.0
C 0.0 0.0 0.0
C 0.0 0.0 0.0
C 0.0 0.0 0.0
C 0.0 -0.1 -0.1
H 0.1 -0.1 0.0
H 0.0 0.0 0.0
H 0.0 0.0 0.0
H 0.0 0.0 0.0
H 0.0 0.0 0.0
H 0.0 0.0 0.0
C 0.0 0.0 0.0
C 0.0 0.0 0.0
C 0.0 0.0 0.0
C 0.0 0.0 0.0
C 0.0 0.1 0.0
C 0.0 0.0 0.0
H 0.0 0.0 0.0
H 0.0 0.0 0.0
H 0.0 0.0 0.0
H 0.0 0.0 0.0
H 0.0 0.1 0.0
H 0.0 0.0 0.0
C 0.0 0.0 0.0
C 0.0 0.0 0.0
C 0.0 0.0 0.0
C 0.0 0.0 0.0
C 0.0 0.0 0.0
C 0.0 0.0 0.0
H 0.0 0.0 0.0
H 0.0 0.0 0.0
H 0.0 0.0 0.0
H 0.0 0.0 0.0
H 0.0 0.0 0.0
H 0.0 0.0 0.0

Its HOMO energy is -9.2 eV. As for the spin multiplicity: 1. Its LUMO energy is -0.0060 Eh. Its SMILES is NCCCCOC(=O)N=C=S.c1ccccc1.c1ccccc1.c1ccccc1.c1ccccc1.c1ccccc1. As for the total charge: 0.

***

Entry 2:
C36H41BO4 | ωB97M-V with the def2-TZVPD basis set

Last column: Löwdin charge in e.
CARTESIAN COORDINATES (ANGSTROEM)
C  -2.62753  3.68141  -5.64914  -0.053
O  -1.61270  4.05241  -4.69286  -0.067
C  -1.69354  3.57328  -3.42604  -0.237
C  -0.64001  3.92148  -2.53810  0.023
C  -0.60543  3.40717  -1.26370  0.003
C  -1.59890  2.49582  -0.79733  -0.207
C  -1.53112  1.94566  0.52346  0.032
C  -2.62507  1.31876  1.13354  -0.060
C  -2.68548  0.93964  2.47335  0.041
C  -3.77753  0.23395  3.06594  -0.207
C  -3.76472  -0.08813  4.45653  -0.006
C  -4.76762  -0.81633  5.04276  0.010
C  -5.86466  -1.28149  4.27012  -0.242
O  -6.78796  -2.04272  4.91197  -0.072
C  -7.90169  -2.57439  4.16418  -0.053
C  -5.92958  -0.94347  2.89384  -0.002
C  -4.90776  -0.20840  2.31687  0.000
C  -2.68363  2.21930  -1.67864  0.001
C  -2.74022  2.73682  -2.96132  0.000
H  -2.31671  4.16717  -6.57620  0.096
H  -2.66500  2.59050  -5.78915  0.101
H  -3.61581  4.05418  -5.34139  0.097
H  0.13739  4.58133  -2.91240  0.127
H  0.19676  3.70023  -0.58882  0.127
H  -0.66350  2.18251  1.14030  0.118
H  -3.53620  1.21432  0.54781  0.086
H  -1.84590  1.20433  3.11856  0.131
H  -2.92595  0.25572  5.06154  0.125
H  -4.75476  -1.07269  6.10255  0.127
H  -8.46500  -3.15689  4.89579  0.096
H  -8.52966  -1.76585  3.76168  0.098
H  -7.55854  -3.22589  3.34673  0.100
H  -6.77980  -1.27453  2.29091  0.109
H  -4.97000  0.02336  1.25449  0.110
H  -3.49223  1.56822  -1.35473  0.108
H  -3.56867  2.48132  -3.62453  0.108
C  0.85380  -2.67023  -2.16952  -0.023
C  2.33559  -2.35616  -1.99644  -0.482
C  3.12685  -3.63650  -2.20303  -0.016
C  2.79961  -1.11372  -2.90217  -0.486
C  4.31464  -1.11786  -3.12549  -0.012
C  2.11934  -1.01738  -4.25786  -0.024
O  2.42285  0.00797  -2.12322  0.050
B  2.53233  -0.44101  -0.75805  -0.785
C  3.89895  0.16829  -0.08648  -0.106
C  4.72130  -0.63227  0.69676  -0.044
C  5.90235  -0.10184  1.24496  -0.093
C  6.24849  1.23267  1.00803  -0.119
C  5.41934  2.02926  0.20911  -0.100
C  4.24952  1.48673  -0.34798  -0.055
C  1.06574  0.24226  0.16160  -0.025
C  1.17567  -0.25284  1.53950  -0.268
C  1.60515  0.57737  2.59699  -0.058
C  1.75999  0.07329  3.89017  -0.107
C  1.50661  -1.27899  4.15524  -0.120
C  1.13641  -2.13220  3.10560  -0.091
C  0.98459  -1.62511  1.81504  -0.034
O  2.53795  -1.87769  -0.67596  0.038
H  0.66722  -3.11324  -3.15472  0.083
H  0.55354  -3.39783  -1.40605  0.087
H  0.23605  -1.77073  -2.05097  0.084
H  2.98848  -4.00145  -3.22970  0.089
H  4.19522  -3.48853  -2.01732  0.084
H  2.75784  -4.40665  -1.51618  0.088
H  4.60080  -1.92709  -3.80931  0.085
H  4.61089  -0.16868  -3.58711  0.094
H  4.87070  -1.22483  -2.18606  0.090
H  2.34464  -1.90978  -4.85523  0.087
H  1.03483  -0.91185  -4.15522  0.078
H  2.50705  -0.14337  -4.79344  0.086
H  4.45484  -1.67272  0.89833  0.115
H  6.54464  -0.74440  1.85388  0.093
H  7.15442  1.65152  1.44474  0.088
H  5.67461  3.07215  0.00629  0.089
H  3.61590  2.10562  -0.98652  0.108
H  1.18337  1.32009  0.04714  0.073
H  0.20594  -0.14755  -0.39456  0.091
H  1.82261  1.62690  2.38095  0.109
H  2.06751  0.74422  4.69801  0.095
H  1.60805  -1.67022  5.16912  0.089
H  0.95759  -3.19267  3.29589  0.097
H  0.72491  -2.29107  0.99271  0.108

Force components x, y, z for each atom (eV/Å):
C 0.2 0.1 0.3
O -0.3 -0.3 0.6
C 0.0 -0.3 0.2
C -0.5 0.0 -0.5
C -0.2 -0.4 0.1
C -0.2 0.3 -0.6
C -0.4 0.5 0.3
C -0.1 -0.1 0.6
C 0.4 0.3 -1.0
C -1.0 -0.5 0.4
C 0.3 0.3 -0.6
C -0.8 -0.5 0.0
C 0.2 0.1 -0.3
O 0.3 0.4 -0.6
C 0.3 0.2 0.1
C -0.1 -0.2 0.4
C 0.4 0.1 0.3
C 0.4 0.1 0.1
C 0.4 0.3 -0.2
H -0.1 -0.1 0.2
H 0.1 0.3 0.1
H 0.3 -0.1 -0.1
H -0.1 -0.1 0.1
H -0.1 -0.2 -0.2
H -0.1 -0.2 -0.2
H 0.3 -0.2 0.1
H 0.0 -0.2 -0.1
H -0.2 -0.1 -0.1
H 0.1 0.1 -0.3
H 0.1 0.1 -0.2
H 0.2 -0.2 0.1
H 0.0 0.2 0.3
H 0.4 0.2 0.2
H 0.0 -0.1 0.3
H 0.2 0.1 -0.2
H 0.3 0.1 0.3
C -0.2 0.0 -0.2
C 0.0 0.5 -0.3
C 0.2 0.0 -0.1
C -0.1 -0.6 0.1
C 0.2 -0.1 0.0
C -0.1 -0.2 -0.1
O -0.4 -0.6 -0.4
B 0.2 1.3 1.5
C -1.2 -0.3 -0.1
C 0.8 0.4 0.5
C -0.3 -0.1 -0.2
C -0.2 -0.1 -0.1
C -0.3 -0.2 -0.2
C 0.9 0.4 0.6
C 0.8 -0.4 -0.5
C 0.2 -0.1 0.3
C -0.2 -0.3 0.0
C -0.1 -0.2 0.0
C 0.0 0.1 -0.1
C 0.0 0.4 -0.1
C -0.3 0.1 0.4
O -0.1 -0.2 -0.7
H -0.1 0.1 0.1
H 0.1 0.1 -0.1
H 0.2 -0.2 -0.1
H 0.1 0.0 0.1
H -0.2 0.0 0.0
H 0.1 0.1 -0.1
H 0.0 0.1 0.1
H -0.1 -0.1 0.1
H -0.2 0.0 -0.2
H -0.1 0.1 0.0
H 0.2 0.0 0.0
H -0.1 -0.1 0.1
H 0.0 0.3 -0.1
H -0.1 0.3 -0.1
H -0.2 -0.1 -0.1
H 0.0 -0.3 0.1
H 0.1 -0.2 0.1
H -0.1 0.0 0.1
H 0.1 0.0 0.0
H 0.0 -0.3 0.1
H -0.1 -0.3 -0.3
H 0.0 0.1 -0.3
H 0.1 0.3 0.0
H 0.1 0.2 0.2

Its HOMO energy is -6.2 eV. As for the spin multiplicity: 1. Its LUMO energy is -0.0978 Eh. As for the total charge: 0.

***

Entry 3:
C36H41HgN8O7 | ωB97M-V with the def2-TZVPD basis set

Last column: natural (NBO) charge in e.
CARTESIAN COORDINATES (ANGSTROEM)
Hg  0.32670  -0.20520  -0.38590  1.607
C  -1.38090  -3.33610  0.49770  -0.254
O  -1.80610  -2.01590  0.25840  -0.569
C  -2.58130  -1.40300  1.23230  0.299
C  -3.71930  -2.02030  1.71320  -0.294
C  -4.54410  -1.40260  2.64680  -0.291
C  -4.20360  -0.13250  3.09140  -0.224
C  -3.07910  0.49630  2.61690  -0.274
C  -2.21470  -0.10000  1.66510  0.106
N  -1.08670  0.51960  1.22740  -0.511
N  -0.98560  1.76280  1.72270  -0.351
C  0.06460  2.55510  1.55630  0.087
C  1.31770  2.22330  0.90900  0.330
O  1.67320  1.01610  0.63520  -0.838
C  2.21550  3.28210  0.62820  -0.245
C  2.00190  4.56890  1.04700  -0.246
C  0.87850  4.89530  1.82890  -0.087
C  0.68670  6.18620  2.35890  -0.188
C  -0.40750  6.49410  3.12550  -0.269
C  -1.37210  5.51340  3.37310  -0.276
C  -1.21490  4.24680  2.85350  -0.137
C  -0.10000  3.89060  2.08700  -0.078
H  -2.18970  -4.06340  0.32700  0.143
H  -0.99620  -3.45040  1.51210  0.189
H  -0.57030  -3.51010  -0.20610  0.234
H  -3.97870  -3.00760  1.35120  0.198
H  -5.43540  -1.90200  3.00870  0.185
H  -4.82550  0.37090  3.82250  0.188
H  -2.80950  1.47860  2.97020  0.229
H  3.09040  3.03150  0.04740  0.220
H  2.70630  5.35120  0.79030  0.184
H  1.43620  6.94340  2.15650  0.186
H  -0.52830  7.49090  3.53950  0.185
H  -2.24170  5.75420  3.97300  0.188
H  -1.96200  3.49090  3.03870  0.211
C  -0.70610  -1.66220  -4.73510  -0.678
C  -0.35770  -0.88420  -3.49400  0.234
N  -1.05840  -0.94360  -2.42110  -0.221
O  -2.18250  -1.79080  -2.43920  -0.625
C  0.76590  0.00420  -3.52820  -0.028
C  1.48430  0.25330  -4.83480  -0.667
N  1.13560  0.60880  -2.42090  -0.102
O  2.05630  1.49300  -2.46530  -0.585
H  -1.60330  -2.24700  -4.54120  0.236
H  0.11080  -2.33410  -4.99450  0.219
H  -0.88410  -0.98910  -5.57270  0.211
H  -2.31430  -1.92430  -1.48190  0.497
H  1.89710  -0.67100  -5.24040  0.197
H  2.29720  0.94860  -4.62290  0.252
H  0.81920  0.69150  -5.58390  0.188
C  5.74360  -5.37940  -3.50930  -0.242
O  4.63200  -4.53330  -3.51110  -0.513
C  4.13720  -4.09420  -2.28500  0.321
C  4.75810  -4.35630  -1.05460  -0.423
C  4.18530  -3.86190  0.09500  -0.137
C  2.98780  -3.14540  0.10880  -0.286
C  2.40340  -2.64590  1.33490  0.563
C  3.18770  -2.85680  2.63570  -0.712
O  1.32190  -2.07980  1.41460  -0.593
C  2.31800  -2.88360  -1.14900  0.458
O  1.20580  -2.31490  -1.25630  -0.771
C  2.97600  -3.37460  -2.32380  -0.364
H  5.91770  -5.65310  -4.55250  0.179
H  5.56110  -6.29360  -2.92760  0.165
H  6.64350  -4.88600  -3.11700  0.165
H  5.67570  -4.92360  -0.99260  0.195
H  4.69990  -4.05950  1.02550  0.191
H  3.49150  -3.89470  2.76360  0.199
H  2.55210  -2.56120  3.46820  0.227
H  4.07130  -2.22070  2.63410  0.221
H  2.51210  -3.16860  -3.27550  0.213
C  -3.03550  2.33420  -0.64810  -0.094
N  -1.86270  2.16210  -1.48810  -0.473
C  -2.28790  1.81510  -2.82880  -0.077
N  -3.16320  2.84190  -3.41670  -0.487
C  -4.30860  3.00150  -2.52770  -0.073
N  -3.92720  3.38000  -1.17280  -0.482
C  -3.15570  4.61740  -1.24440  -0.078
N  -1.97810  4.49780  -2.09480  -0.479
C  -1.13840  3.42110  -1.54410  -0.090
C  -2.41560  4.09570  -3.42320  -0.074
H  -2.72090  2.61120  0.36100  0.232
H  -3.58600  1.39110  -0.60220  0.198
H  -2.82780  0.86770  -2.80520  0.206
H  -1.40670  1.70770  -3.46430  0.205
H  -4.84820  2.04920  -2.48910  0.191
H  -4.97170  3.77450  -2.94250  0.172
H  -2.83170  4.88930  -0.23610  0.208
H  -3.80060  5.41190  -1.64230  0.171
H  -0.81930  3.70470  -0.53940  0.218
H  -0.25430  3.29670  -2.17540  0.216
H  -1.53570  3.96950  -4.06150  0.194
H  -3.05430  4.88560  -3.84240  0.172

Force components x, y, z for each atom (eV/Å):
Hg -1.2 -1.1 -0.9
C 0.1 -0.6 0.0
O -0.2 0.5 0.1
C -0.1 0.2 0.0
C 0.0 -0.1 0.0
C -0.2 -0.1 0.1
C -0.2 -0.2 0.0
C 0.1 0.1 0.0
C -0.2 -0.2 0.2
N 0.3 0.2 0.0
N -0.5 -0.4 0.3
C 0.6 -0.3 -0.5
C -0.1 0.0 0.4
O 1.2 0.9 0.9
C 0.0 0.5 0.0
C 0.4 -0.2 -0.2
C -0.5 0.0 0.2
C 0.0 0.1 0.0
C 0.1 0.3 0.0
C -0.1 -0.3 0.0
C -0.4 0.3 0.3
C 0.6 0.3 -0.3
H 0.1 0.1 0.0
H 0.0 0.1 0.0
H 0.0 -0.1 0.0
H 0.1 0.0 -0.1
H 0.0 0.0 0.0
H 0.0 0.0 0.0
H 0.0 0.0 0.0
H 0.1 -0.1 -0.1
H 0.1 0.1 0.0
H 0.1 0.0 0.0
H 0.0 0.0 -0.1
H 0.0 0.0 0.0
H -0.1 -0.1 0.0
C -0.3 -0.1 0.3
C -1.1 -0.6 0.2
N 0.0 0.0 0.1
O 0.2 -0.1 -0.2
C 0.8 0.6 -0.3
C -0.1 0.2 0.5
N 0.5 0.2 -0.7
O -0.2 -0.1 0.2
H 0.1 0.0 -0.1
H 0.1 0.0 -0.1
H 0.0 0.0 -0.1
H 0.1 0.1 -0.1
H 0.0 -0.1 -0.1
H -0.1 0.0 -0.1
H 0.0 0.0 -0.1
C 0.2 -0.2 0.1
O -0.3 0.3 0.4
C -0.2 0.0 -0.3
C 0.5 -0.3 -0.1
C -0.1 0.0 0.0
C -0.1 0.2 -0.5
C -0.1 0.0 0.7
C -0.2 0.1 0.0
O 0.1 -0.1 0.1
C 0.4 -0.4 0.0
O -0.4 0.2 -0.2
C 0.1 0.0 -0.2
H 0.0 0.0 0.1
H 0.0 0.1 0.0
H -0.1 0.0 0.0
H 0.0 0.0 0.0
H 0.0 0.0 0.1
H 0.1 0.0 0.0
H 0.0 0.0 -0.1
H 0.2 0.0 0.0
H -0.1 0.0 -0.1
C -0.1 -0.1 0.2
N 0.2 -0.1 0.1
C 0.0 -0.2 -0.2
N 0.0 0.0 -0.2
C -0.2 0.1 -0.1
N -0.2 0.0 0.1
C -0.1 0.2 0.1
N 0.1 0.2 0.0
C 0.3 0.1 0.0
C 0.0 0.2 -0.2
H 0.0 -0.1 0.0
H 0.0 0.0 0.0
H 0.0 0.0 0.0
H 0.0 -0.1 0.0
H 0.0 0.1 0.0
H 0.0 -0.1 0.1
H 0.0 0.0 0.0
H 0.0 0.0 0.0
H 0.0 0.0 -0.1
H 0.0 0.0 0.1
H 0.0 0.0 0.0
H 0.1 -0.1 0.0

Its HOMO energy (alpha / beta) is -0.1 / -1.4 eV. As for the spin multiplicity: 2. Its expectation value of S² is 0.80. For the energy above the lowest of the compared OMol25 structures with the same formula, charge and spin, the calculation gives 65.80 kJ/mol. Its LUMO energy (alpha / beta) is 0.1517 / 0.1517 Eh. As for the total charge: -2.

***

Number 1: total energy -2053.93040 hartree. Number 2: total energy -1722.16224 hartree. Number 3: total energy -2514.42890 hartree.